169
Properties=species:S:1:pos:R:3:forces:R:3:mulliken_charge:R:1 method="wB97M-V/def2-TZVPD" total_energy_ha=-7015.7830 e_lumo_ev=-1.06 multiplicity=1 relative_energy_kj_mol=0.0
H -1.4883 4.1849 -3.4914 -0.49 0.08 -0.98 0.077
N 4.3649 4.5258 0.2222 0.69 -0.28 -1.38 0.997
C -4.2476 -3.0887 -4.9637 -1.74 -0.82 0.49 -0.494
O 1.0242 -0.1919 -0.6862 -0.04 -1.97 -0.79 0.354
C -2.4821 4.2724 -3.0523 0.32 0.22 0.82 -0.610
O -1.6580 -5.8649 1.9934 -0.13 0.19 0.10 -0.387
H -0.3253 -3.1285 -4.0441 0.63 0.21 -0.22 0.084
H 2.6281 3.3684 0.8648 0.51 0.03 -0.13 -0.097
C -0.4098 0.4038 -5.2990 0.68 -1.11 1.38 -0.767
O 4.5969 -1.3018 -6.9602 1.75 0.02 0.20 -0.334
H 0.4086 1.0556 -4.9935 0.33 -0.39 -0.29 0.402
O 0.9299 -0.2723 9.0472 -3.83 1.67 -2.11 -0.611
C -5.3071 1.9206 5.6254 0.22 -0.62 -0.17 0.363
O -0.9057 -3.5566 -2.2010 -0.16 -0.34 0.82 0.100
H -1.0412 1.8645 0.5199 -0.01 0.29 -0.71 0.092
O 2.9975 -0.8595 -8.4297 0.01 -0.57 1.41 -0.510
O -5.4994 -2.5588 -5.3797 -0.98 0.91 -1.55 -0.339
O -3.9806 -0.9514 -5.6932 -0.39 -0.77 1.21 -0.275
C -0.1322 -0.0356 0.0718 2.15 2.10 3.44 -0.125
C -1.2322 0.9184 6.6399 0.90 1.17 -1.08 0.143
F -1.2337 -0.2505 -0.5853 -1.75 -1.00 -1.74 -0.203
C -5.2967 -1.3274 -5.9417 -0.03 1.45 -0.38 0.533
C 3.3151 -2.4603 -5.4679 1.57 0.61 -0.33 0.244
H -2.8023 3.9274 3.9456 0.06 -0.23 0.00 0.283
H 3.1356 -0.3150 4.5949 -0.31 0.18 -0.25 0.044
O -5.0756 -0.5882 -1.2324 1.82 2.01 -0.55 -0.260
O 0.8029 4.1361 -3.9738 2.27 3.28 0.36 -0.594
H -1.6735 5.5387 2.5179 1.05 0.47 0.94 0.275
H -6.1787 2.5613 5.7595 0.19 0.26 -0.81 0.253
C 0.6530 -4.9420 -3.2964 -3.26 1.65 0.27 0.402
O -6.0810 -2.0795 -2.5877 0.48 2.60 4.41 -0.596
H 1.2871 8.3103 -4.6845 0.36 0.00 -0.41 0.341
H -0.2137 -0.6682 -5.3191 0.79 0.23 0.03 0.248
O 1.3691 -4.3658 5.9948 -1.16 0.22 0.04 -0.322
C 0.1602 -3.4891 -3.1372 -0.06 -0.32 -0.91 0.390
C 3.0199 3.9319 0.0180 -0.68 1.01 -0.53 0.042
O -3.8765 -0.1063 3.1955 -1.55 1.80 2.28 -0.314
H 4.9090 1.8915 -6.2469 -0.18 0.23 -0.27 0.350
O 1.9074 2.5378 -7.1129 1.27 0.00 -0.03 -0.459
O 3.4864 -4.4223 5.5788 3.32 2.50 1.15 -0.325
O -2.5962 3.8350 -0.7850 1.91 2.06 -1.07 -0.497
H 4.1066 3.2313 -5.3957 -0.16 0.10 -0.37 0.451
H -3.7628 -3.6521 -5.7610 0.00 0.04 -0.07 0.359
O 0.0790 0.7089 7.1515 0.09 -1.35 1.10 -0.393
F -2.2355 -2.1068 -4.8703 2.28 0.32 0.08 -0.241
C 3.4089 0.3301 3.7598 0.43 -0.43 0.25 -0.857
H -6.7304 0.3732 5.8903 -0.09 0.04 0.54 0.400
C -0.0520 0.1396 8.3875 6.37 -1.27 0.16 0.531
N -2.5363 -3.0225 5.6223 -0.36 -2.13 0.80 0.880
N 6.4043 1.6121 -2.6887 0.74 1.44 1.03 0.978
C 1.7291 -3.0029 6.0913 1.65 -0.07 0.70 0.220
H -1.1684 0.5073 -4.5232 -0.53 0.48 -0.72 0.094
H 4.2828 -0.0818 3.2551 -0.04 0.29 0.01 0.353
O -0.5744 -5.6485 -2.8858 0.86 0.36 -0.35 -0.400
O -1.7497 1.4412 -6.7385 -2.96 2.23 -0.64 -0.664
H -3.7046 -1.4662 -3.6554 0.20 0.31 -0.10 0.016
O 0.0067 4.2023 2.4072 1.69 0.07 1.33 -0.228
C -1.3275 4.5201 2.3423 -2.71 0.73 -0.99 0.004
C 3.3368 -1.2763 -7.3605 -1.10 0.88 -1.84 0.541
H 5.0642 -1.8925 -0.4054 0.13 -0.73 0.63 0.405
N -2.1140 4.6131 -1.6520 -1.77 0.80 1.83 0.978
O 3.7451 2.9480 -8.2505 -1.30 -0.85 2.49 -0.563
C 3.3003 -3.1604 6.2601 -1.64 0.08 -0.66 0.464
O 6.6855 0.4566 -2.8558 0.10 -0.95 0.18 -0.582
C -4.8529 -0.4303 0.1167 0.39 0.63 1.72 0.369
H -0.0571 -0.6363 0.9783 -0.07 -0.29 -0.23 0.127
O 1.7078 0.9038 -2.5204 -0.04 0.47 0.91 -0.598
O 2.2765 -6.2681 5.2844 0.59 1.07 0.74 -0.604
C -0.9363 -4.6458 2.2482 -1.01 -0.84 -2.01 0.708
H 3.5936 -1.0364 -0.1570 -0.15 0.21 0.35 -0.085
H -5.5929 -1.8994 1.5582 -0.29 0.55 0.26 0.164
H 5.5866 -2.4034 -5.4440 -0.17 -0.20 -0.62 0.332
H 3.0066 7.6176 -2.5978 0.09 -0.65 0.21 0.286
H -3.6381 -2.5495 4.0333 -0.51 -0.66 -0.48 -0.114
F -2.8175 -0.7507 7.2441 -0.43 -0.50 0.22 -0.217
H 7.3478 3.3676 -1.8375 -0.08 -0.34 -0.39 0.304
O 2.5141 -1.7867 -6.3901 0.05 -0.10 -0.34 -0.198
H -1.6005 4.4698 1.2883 -0.48 -0.95 0.07 -0.200
H -5.3092 0.1837 7.0139 -0.21 0.31 0.05 0.250
C 0.2125 3.4465 3.5071 2.04 -1.03 0.35 0.325
H 3.3229 -3.5224 -5.7130 -0.08 -0.15 0.32 0.203
O -3.9401 -6.2956 1.9133 2.49 1.02 0.27 -0.631
O 5.1734 3.9145 0.8713 0.25 -0.57 1.17 -0.615
H -4.4875 -3.7195 -4.1077 0.35 0.01 0.00 0.290
H -2.9129 1.1149 7.9851 -0.18 -0.46 0.46 0.167
N -0.7957 0.7511 -6.6690 -0.81 0.41 3.40 1.256
H -3.1198 5.1232 -3.2922 0.50 0.01 -0.79 0.348
C 3.9453 2.3189 -5.9699 0.08 -0.44 -0.03 -0.672
F -3.6344 -0.8765 0.5276 0.24 -0.19 -0.75 0.004
C 1.9359 7.4550 -4.4959 -1.47 -2.63 1.66 0.174
O 2.3251 -3.3891 0.4328 -0.91 -0.94 -2.65 -0.056
O -1.2953 0.0606 8.7132 -2.84 -0.85 2.15 -0.320
F 2.8211 -2.2495 -4.2337 -0.34 -0.17 0.70 -0.173
C -5.9603 -1.2535 0.7607 0.75 0.41 -0.55 -0.211
O 5.7147 2.2732 -3.4095 -1.11 0.48 -0.97 -0.459
H -3.9812 -4.2915 4.6925 0.38 0.22 -0.21 0.326
O 2.5749 0.9171 1.6797 0.46 -0.72 0.69 -0.326
O -0.1577 0.3638 -7.5568 2.58 -1.74 -3.14 -0.615
H -4.8868 0.6454 0.2891 0.08 -0.09 0.38 0.261
C -3.5169 -1.8537 -4.6567 -0.80 0.64 -0.84 0.699
H 0.9836 -2.8694 -2.7821 -0.46 0.19 -0.06 -0.613
H -3.1035 3.3769 -3.0420 0.52 -0.02 -0.02 0.272
C 1.1780 0.9071 -1.4471 0.03 -0.03 -0.70 0.302
H 3.9809 -2.3999 5.8772 -0.28 -0.27 -0.64 0.239
F -2.4874 2.5390 2.5267 -0.88 -1.38 -0.17 -0.211
O 3.9320 -2.3660 1.4033 2.00 1.49 0.12 -0.362
O -3.1321 -4.2593 1.5967 0.22 0.46 0.09 -0.309
C 1.4060 5.2128 -3.9066 -3.11 -1.01 -3.30 0.511
O -4.8271 1.7338 4.2986 0.15 -0.56 0.61 -0.261
F 3.6103 -3.2252 7.5751 0.18 -0.70 0.42 -0.324
C 4.0589 -2.0096 -0.0007 -0.82 1.56 0.24 -0.189
H 2.3877 4.7767 -0.2553 -0.16 -0.14 0.25 0.085
C -2.0226 3.5209 3.3014 0.97 1.30 -1.16 0.390
O 4.6789 5.4667 -0.4862 -0.66 0.32 0.30 -0.583
H -1.1730 1.9957 6.4846 -1.26 0.19 0.24 0.092
O 2.2079 5.6816 -3.0204 1.04 0.82 3.05 0.001
C 2.8232 -3.0310 1.6012 -1.41 -1.43 3.05 0.478
C -4.5023 0.3732 4.1309 1.05 -0.78 -2.73 0.430
C -1.3495 -4.8181 -2.1116 -3.36 -1.97 2.31 0.461
O -0.9404 3.0342 4.0540 -0.85 0.33 0.30 -0.106
C 2.1003 7.1357 -2.9645 0.89 0.48 -1.91 -0.499
H 7.8269 1.7393 -1.1767 0.07 0.27 -0.09 0.328
H 1.2258 -2.6230 6.9804 0.34 0.29 -0.08 0.248
H 1.0368 -5.1667 -4.2915 -0.49 -0.61 0.11 0.418
O 1.2753 3.0851 3.9387 -0.80 0.69 -0.76 -0.516
N 2.3284 0.4122 2.7698 -3.05 0.49 0.01 0.419
H 1.2436 7.4856 -2.3886 -0.12 -0.46 -0.04 0.344
H 4.8191 -0.9363 -4.9321 -0.26 0.21 -0.01 0.115
O -1.5855 5.7406 -1.4584 -0.83 -3.24 0.12 -0.529
C 2.4075 -5.1212 5.6412 -2.88 -2.85 -1.61 0.677
F 3.0985 7.4610 -5.1587 0.48 0.67 -0.05 -0.269
O -6.0502 -0.5805 -6.5230 0.97 -2.20 1.16 -0.546
C -0.0320 1.4785 0.3768 -1.22 -0.98 0.92 1.454
F -4.3167 2.4955 6.3882 0.17 -0.29 -0.15 -0.294
H 3.1284 3.3777 -0.9143 -0.03 -0.40 0.25 0.176
C 7.0166 2.3741 -1.5352 0.63 -0.68 0.63 -0.676
O -2.3423 -5.2044 -1.4209 4.56 1.86 -3.18 -0.584
H 3.5513 1.3580 4.0931 0.14 -0.09 -0.03 0.362
F 4.0526 -4.0435 -1.0022 -0.48 -0.99 0.06 -0.364
O -2.3901 -3.6630 6.6250 -0.56 -0.85 1.53 -0.649
H -1.5281 -3.3742 0.6278 -0.15 -0.21 -0.23 -0.428
O -6.3563 -2.1194 -0.3019 -0.25 1.28 -0.78 -0.337
O -5.0678 -0.3609 5.0778 0.63 0.45 0.06 -0.242
C 3.2059 -3.0348 -0.6536 0.38 -0.12 0.51 1.340
H 0.0366 -4.6905 1.7586 0.12 -0.18 0.48 0.108
C 4.7214 -1.7673 -5.6306 -1.38 -0.47 0.60 -0.231
C -5.8889 -1.5478 -1.4533 -2.10 -6.46 -4.75 0.409
C -3.7958 -3.2319 4.8685 -0.08 1.33 -0.15 -0.487
H 0.4950 1.7305 1.2970 0.43 -0.22 -0.47 -1.678
H 1.4942 -2.4121 5.2059 -0.21 -0.29 -0.15 -0.225
O -1.6670 -2.3387 5.1951 1.15 2.20 -1.67 -0.198
F 1.5685 -5.1468 -2.3786 1.67 -0.88 1.22 -0.243
H 2.6733 -2.7451 -1.5595 -0.29 0.02 0.46 -0.570
O 0.5987 1.9228 -0.8004 0.34 1.59 -0.80 0.012
C -2.9750 -5.5475 1.8694 -2.49 -2.15 -0.67 0.560
H -6.6649 -0.4472 0.9645 -0.93 -0.85 0.63 0.332
H -1.3010 0.5075 5.6326 -0.22 -0.57 0.20 -0.047
F -0.8944 -4.5089 3.5455 0.73 0.31 2.32 -0.294
N 3.1246 2.6046 -7.2102 0.51 0.81 -1.49 0.934
O 1.1560 0.1250 3.1198 2.56 0.13 -0.57 -0.021
C -1.8588 -3.6375 1.6325 -0.48 1.55 -0.81 0.786
H 3.4161 1.6132 -5.3294 -0.26 0.14 -0.23 -0.038
O 1.2538 6.2465 -4.8928 -0.52 -0.58 0.55 -0.341
C -2.1937 0.3485 7.6960 1.39 1.99 -1.35 0.689
O 2.3063 -3.3366 2.6812 1.48 1.19 -2.73 -0.427
H -2.0485 -2.6987 2.1527 0.70 -0.06 0.43 -0.212
C -5.6578 0.5050 6.0324 -0.68 -0.58 0.41 -0.592
H -4.6057 -2.8205 5.4710 0.13 -0.17 0.11 0.258
H 6.3322 2.5153 -0.6987 -0.43 -0.24 -0.37 0.120